(1)
This record from the Open Molecules 2025 dataset describes an isolated ion of composition C6H13N2OS and charge +1 in a non-equilibrium geometry. The level of theory is ωB97M-V/def2-TZVPD.

```
! RIJCOSX wB97M-V def2-TZVPD def2/J DEFGRID3
* xyz 1 3
C 1.10 -1.96 1.23
C 0.12 -1.06 2.09
C -0.70 1.97 -1.61
C 0.34 -2.10 -0.09
C 0.56 1.33 -1.99
C -0.19 0.90 0.59
N -0.65 -0.35 1.09
N -1.30 1.44 -0.30
O -0.82 -1.31 0.04
S 1.40 1.08 -0.32
H 2.04 -1.58 1.07
H 1.37 -2.82 1.79
H -0.62 -1.60 2.72
H 0.68 -0.47 2.78
H -0.57 3.08 -1.53
H -1.52 1.91 -2.44
H 0.94 -1.54 -0.95
H -0.08 -3.10 -0.16
H 0.43 0.29 -2.47
H 1.28 1.78 -2.61
H -0.01 1.35 1.52
H -1.86 2.21 0.05
H -1.93 0.57 -0.49
*
```

Results
E_HOMO (alpha / beta) in eV: -8.533 / -13.554
Expectation value of S²: 2.005
Gap between HOMO and LUMO (alpha / beta) in eV: 5.5 / 6.7
ΔE to the lowest compared entry with this formula, charge and spin in kJ/mol: 258.52
LUMO energy (alpha / beta) in eV: -3.06 / -6.83

Löwdin population analysis, charges in e, atoms 1 to 5: C -0.1160; C -0.1032; C -0.2340; C -0.1592; C -0.4035



(2)
This record from the Open Molecules 2025 dataset describes a 2-piece molecular cluster, C6H13N2S overall in a non-equilibrium geometry. The level of theory is ωB97M-V/def2-TZVPD.

```
! RIJCOSX wB97M-V def2-TZVPD def2/J DEFGRID3
* xyz 1 1
C 0.55 1.03 -3.05
C -0.34 0.69 -1.94
C 1.85 -1.84 2.86
C 1.44 -0.48 3.43
C 1.58 -0.70 1.00
C -1.54 0.12 -1.97
N -2.43 -0.10 -0.81
N 1.98 -1.78 1.45
S 1.00 0.63 2.01
H 1.62 0.71 -2.94
H 0.59 2.14 -3.16
H 0.12 0.98 -0.95
H 2.91 -2.04 3.37
H 1.29 -2.70 3.27
H 0.57 -0.63 4.15
H 2.27 -0.02 4.03
H 1.52 -0.62 -0.18
H -2.10 -0.15 -2.94
H -2.78 -1.01 -0.69
H -3.30 0.52 -1.01
H 0.28 0.26 -3.89
H -1.98 0.27 -0.02
*
```

Results
E_HOMO in eV: -11.761
Gap between HOMO and LUMO in eV: 8.0
ΔE to the lowest compared entry with this formula, charge and spin in kJ/mol: 320.31
LUMO energy in eV: -3.72

Löwdin population analysis, charges in e, atoms 1 to 5: C -0.0847; C -0.1753; C -0.3067; C -0.4363; C -0.5541



(3)
This record from the Open Molecules 2025 dataset describes one molecule with the formula C6H13N3O in a non-equilibrium geometry. The level of theory is ωB97M-V/def2-TZVPD.

```
! RIJCOSX wB97M-V def2-TZVPD def2/J DEFGRID3
* xyz 0 1
C -1.27 0.58 0.23
C -1.13 1.92 -0.46
C 2.17 -1.65 -0.01
C -0.27 -0.84 -0.38
C 1.30 0.60 0.64
C 1.10 -0.59 0.11
N -0.42 -0.79 -1.79
N -1.43 0.70 1.65
O -0.78 -2.02 0.18
N 1.73 1.45 1.42
H -1.63 -2.24 -0.22
H -2.20 0.13 -0.14
H 0.44 -0.93 -2.30
H -1.38 -0.79 -2.11
H -0.67 1.23 2.06
H -1.44 -0.21 2.08
H 1.88 2.39 1.07
H -2.00 2.54 -0.26
H -0.26 2.47 -0.10
H -1.02 1.80 -1.54
H 3.03 -1.36 0.58
H 1.78 -2.60 0.36
H 2.48 -1.79 -1.05
*
```

Results
E_HOMO in eV: -7.945
Gap between HOMO and LUMO in eV: 8.7
SMILES: CC(=C=N)[C@@](N)(O)[C@H](C)N
ΔE to the lowest compared entry with this formula, charge and spin in kJ/mol: 334.41
LUMO energy in eV: 0.80

Löwdin population analysis, charges in e, atoms 1 to 5: C -0.3616; C -0.0768; C -0.0278; C -0.5170; C -0.1537



(4)
This record from the Open Molecules 2025 dataset describes a 3-piece molecular cluster, C6H13N3O6 overall. The level of theory is ωB97M-V/def2-TZVPD.

```
! RIJCOSX wB97M-V def2-TZVPD def2/J DEFGRID3
* xyz 0 1
N -2.62 -1.99 0.68
C -1.90 -0.75 0.84
C -2.59 0.27 1.76
O -1.53 1.23 2.06
C -0.33 0.63 1.86
O 0.67 1.26 1.86
C -0.57 -0.84 1.61
H -2.05 -2.65 0.14
H -3.47 -1.84 0.15
H -1.68 -0.21 -0.11
H -2.91 -0.21 2.70
H -3.44 0.80 1.32
H 0.27 -1.38 1.14
H -0.79 -1.29 2.60
C 2.22 2.58 -0.42
N 1.26 2.80 -1.53
O 0.73 1.83 -2.04
O 1.05 3.95 -1.85
H 2.33 1.52 -0.23
H 3.15 3.05 -0.72
H 1.81 3.08 0.46
C 1.84 -1.21 -2.03
N 1.06 -2.31 -1.40
O 1.64 -3.11 -0.70
O -0.14 -2.31 -1.61
H 2.88 -1.34 -1.76
H 1.68 -1.28 -3.10
H 1.43 -0.27 -1.67
*
```

Results
E_HOMO in eV: -9.925
Gap between HOMO and LUMO in eV: 10.0
SMILES: N[C@H]1COC(=O)C1.C[N+](=O)[O-].C[N+](=O)[O-]
LUMO energy in eV: 0.06

Löwdin population analysis, charges in e, atoms 1 to 5: N 0.0597; C -0.3952; C -0.1074; O 0.0240; C -0.4910



(5)
This record from the Open Molecules 2025 dataset describes a 2-piece molecular cluster, C6H13N3OS overall in a non-equilibrium geometry. The level of theory is ωB97M-V/def2-TZVPD.

```
! RIJCOSX wB97M-V def2-TZVPD def2/J DEFGRID3
* xyz 0 1
C 2.83 0.84 -0.70
C 0.52 -1.62 0.56
C -1.17 1.60 -1.75
C -1.07 1.53 1.62
C -1.40 0.52 -0.69
C -0.68 0.59 0.57
N 1.04 -2.62 1.55
N 0.43 -2.19 -0.80
N -0.06 -0.52 1.00
O 2.45 1.69 -0.02
S 3.57 -0.16 -1.59
H -1.12 2.49 -1.22
H -0.27 1.59 -2.24
H -1.92 1.63 -2.47
H -0.36 1.59 2.51
H -1.13 2.51 1.14
H -2.01 1.39 2.08
H -1.33 -0.42 -1.19
H -2.49 0.70 -0.37
H 1.97 -2.78 1.19
H 0.50 -3.57 1.33
H 1.18 -2.84 -0.96
H 0.45 -1.49 -1.56
H 0.05 -0.44 2.00
*
```

Results
E_HOMO in eV: -5.643
Gap between HOMO and LUMO in eV: 6.1
ΔE to the lowest compared entry with this formula, charge and spin in kJ/mol: 246.43
LUMO energy in eV: 0.44

Löwdin population analysis, charges in e, atoms 1 to 5: C -0.9105; C -0.4025; C -0.0792; C -0.0797; C -0.2155



(6)
This record from the Open Molecules 2025 dataset describes C6H13N4 as an isolated structure in a non-equilibrium geometry. The level of theory is ωB97M-V/def2-TZVPD.

```
! RIJCOSX wB97M-V def2-TZVPD def2/J DEFGRID3
* xyz 1 1
C 2.45 -0.56 -0.04
C 2.44 0.82 0.30
C 1.37 -1.39 -0.04
C 1.36 1.57 0.38
C 0.10 -0.80 0.54
C -0.21 0.44 -0.13
N -1.12 -1.69 0.16
N -2.53 0.51 0.39
N -1.24 1.16 0.50
N -0.30 0.32 -1.53
H 3.37 -1.05 -0.40
H 3.33 1.35 0.60
H 1.29 -2.39 -0.28
H 1.26 2.65 0.62
H 0.26 -0.62 1.64
H -1.47 -2.52 0.79
H -1.88 -0.97 0.16
H -3.03 0.42 1.26
H -2.99 1.09 -0.35
H -1.36 2.10 0.03
H -0.75 -2.01 -0.66
H -0.93 1.00 -1.96
H 0.57 0.56 -1.97
*
```

Results
E_HOMO in eV: -12.588
Gap between HOMO and LUMO in eV: 9.4
ΔE to the lowest compared entry with this formula, charge and spin in kJ/mol: 407.95
LUMO energy in eV: -3.15

Löwdin population analysis, charges in e, atoms 1 to 5: C -0.0767; C -0.1585; C -0.0208; C 0.1234; C -0.2464



(7)
This record from the Open Molecules 2025 dataset describes an isolated ion of composition C6H13N4S and charge +1 in a non-equilibrium geometry. The level of theory is ωB97M-V/def2-TZVPD.

```
! RIJCOSX wB97M-V def2-TZVPD def2/J DEFGRID3
* xyz 1 3
C -0.27 -0.65 -0.79
C 1.89 0.10 -0.74
C 1.14 -1.20 -0.86
C 1.45 0.44 1.72
C -3.22 0.06 -0.27
C -1.93 0.23 0.77
N -0.86 -0.72 0.38
N 1.91 0.78 0.44
N 2.27 0.70 -1.85
N 1.07 -0.69 2.07
S -0.80 0.30 -2.03
H 1.53 -1.80 0.00
H 1.19 -1.74 -1.84
H 1.44 1.44 2.27
H -3.27 0.72 -1.14
H -3.07 -0.96 -0.54
H -4.11 0.27 0.27
H -1.36 1.16 0.53
H -2.24 0.37 1.81
H 2.35 1.65 0.18
H 1.86 0.15 -2.65
H 2.99 1.42 -1.97
H -0.71 -1.23 1.24
H 0.73 -0.81 3.01
*
```

Results
E_HOMO (alpha / beta) in eV: -9.401 / -13.253
Expectation value of S²: 2.009
Gap between HOMO and LUMO (alpha / beta) in eV: 6.1 / 6.6
ΔE to the lowest compared entry with this formula, charge and spin in kJ/mol: 0.00
LUMO energy (alpha / beta) in eV: -3.30 / -6.64

Löwdin population analysis, charges in e, atoms 1 to 5: C -0.7435; C -0.4047; C -0.1085; C -0.2510; C -0.0633



(8)
This record from the Open Molecules 2025 dataset describes a 3-piece molecular cluster, C6H13NO overall in a non-equilibrium geometry. The level of theory is ωB97M-V/def2-TZVPD.

```
! RIJCOSX wB97M-V def2-TZVPD def2/J DEFGRID3
* xyz -1 2
C -2.53 -2.09 -0.52
C -3.27 -0.81 -0.87
N -4.56 -0.63 -0.77
C 2.34 3.58 -0.27
C 2.01 -0.03 0.92
C 2.20 1.45 1.01
C 2.09 2.23 -0.13
H -2.47 -2.70 -1.44
H -3.18 -2.70 0.10
H -4.55 -1.52 -1.35
H -2.62 -0.20 -1.52
H 2.46 4.20 0.61
H 2.41 3.98 -1.27
H 1.19 -0.42 1.51
H 1.82 -0.28 -0.13
H 2.88 -0.64 1.18
H 2.27 1.91 2.00
H 1.86 1.65 -1.02
H 1.64 -3.45 0.77
H -1.52 -1.90 -0.17
O 1.67 -2.49 0.63
*
```

Results
E_HOMO (alpha / beta) in eV: -2.763 / -2.754
Expectation value of S²: 0.780
Gap between HOMO and LUMO (alpha / beta) in eV: 5.9 / 5.9
ΔE to the lowest compared entry with this formula, charge and spin in kJ/mol: 429.76
LUMO energy (alpha / beta) in eV: 3.18 / 3.18

Löwdin population analysis, charges in e, atoms 1 to 5: C -0.0888; C -0.3163; N -0.0036; C -0.0350; C -0.1809



(9)
This record from the Open Molecules 2025 dataset describes a 2-piece molecular cluster, C6H13NO overall in a non-equilibrium geometry. The level of theory is ωB97M-V/def2-TZVPD.

```
! RIJCOSX wB97M-V def2-TZVPD def2/J DEFGRID3
* xyz 0 1
C 1.02 -1.29 -2.41
N -0.44 1.33 -1.69
C -0.44 0.17 -0.91
C 0.10 -0.99 -1.28
C -0.14 -2.20 -0.38
C -0.49 0.72 1.51
C -1.13 0.46 0.39
H 1.97 -1.52 -1.91
H 1.28 -0.53 -3.15
H 0.78 -2.23 -2.90
H -0.53 2.24 -1.28
H -0.56 1.46 -2.68
H 0.40 -2.08 0.56
H -1.17 -2.39 -0.14
H 0.32 -3.10 -0.80
H -1.14 0.91 2.36
H 0.57 0.67 1.65
H -2.21 0.38 0.32
H 1.45 1.04 4.51
H 1.27 1.53 3.09
O 0.90 1.60 3.97
*
```

Results
E_HOMO in eV: -7.593
Gap between HOMO and LUMO in eV: 8.4
SMILES: C=CC(N)=C(C)C.O
ΔE to the lowest compared entry with this formula, charge and spin in kJ/mol: 236.46
LUMO energy in eV: 0.83

Löwdin population analysis, charges in e, atoms 1 to 5: C -0.0694; N 0.0837; C -0.3409; C -0.3049; C -0.0661



(10)
This record from the Open Molecules 2025 dataset describes C6H13NO as an isolated structure in a non-equilibrium geometry. The level of theory is ωB97M-V/def2-TZVPD.

```
! RIJCOSX wB97M-V def2-TZVPD def2/J DEFGRID3
* xyz 0 1
C 0.73 0.20 -0.82
C 0.06 -0.82 0.08
C -0.86 0.45 2.25
C 2.19 0.38 -0.42
C 0.59 -0.19 -2.30
C -2.07 -0.14 0.90
O -1.32 -0.86 -0.02
N -3.29 0.05 0.84
H 0.20 1.15 -0.67
H -3.81 -0.36 0.06
H 0.46 -1.83 -0.01
H 0.12 -0.34 1.25
H -0.98 -0.34 2.98
H 0.11 0.96 2.32
H -1.48 1.29 2.55
H 2.68 1.09 -1.08
H 1.12 -1.12 -2.50
H 2.72 -0.57 -0.50
H 2.29 0.74 0.60
H 1.00 0.59 -2.94
H -0.46 -0.32 -2.56
*
```

Results
E_HOMO in eV: -9.751
Gap between HOMO and LUMO in eV: 10.6
ΔE to the lowest compared entry with this formula, charge and spin in kJ/mol: 368.48
LUMO energy in eV: 0.87

Löwdin population analysis, charges in e, atoms 1 to 5: C -0.4184; C -0.2358; C -0.0308; C -0.0733; C -0.0717



(11)
This record from the Open Molecules 2025 dataset describes one molecule with the formula C6H13NO in a non-equilibrium geometry. The level of theory is ωB97M-V/def2-TZVPD.

```
! RIJCOSX wB97M-V def2-TZVPD def2/J DEFGRID3
* xyz 0 1
C 0.71 -1.44 2.31
C -0.27 -1.80 1.19
C 0.07 -0.75 0.12
C -1.14 -0.06 -0.62
C -1.07 1.55 -0.43
N 0.09 2.09 -0.89
C 0.77 1.57 -2.12
O -1.92 2.02 0.29
H 0.60 -0.37 2.65
H 1.73 -1.52 1.84
H 0.81 -2.06 3.19
H -1.31 -1.71 1.53
H -0.10 -2.78 0.86
H 0.74 -1.22 -0.59
H 0.71 0.02 0.34
H -1.10 -0.44 -1.68
H -2.19 -0.31 0.04
H 0.43 2.96 -0.61
H 1.66 2.24 -2.43
H -0.10 1.54 -2.90
H 0.90 0.44 -2.09
*
```

Results
E_HOMO in eV: -9.507
Gap between HOMO and LUMO in eV: 10.3
SMILES: CCCCC(=O)NC
ΔE to the lowest compared entry with this formula, charge and spin in kJ/mol: 234.97
LUMO energy in eV: 0.81

Löwdin population analysis, charges in e, atoms 1 to 5: C -0.1291; C -0.2398; C -0.2511; C -0.0846; C -0.5001



(12)
This record from the Open Molecules 2025 dataset describes a 2-piece molecular cluster, C6H13NO overall in a non-equilibrium geometry. The level of theory is ωB97M-V/def2-TZVPD.

```
! RIJCOSX wB97M-V def2-TZVPD def2/J DEFGRID3
* xyz 0 1
C 1.75 -1.29 0.13
C -0.32 -0.26 -1.81
C 0.35 -1.61 0.20
C -0.61 -0.93 -0.50
O 0.01 -2.35 1.31
H -0.95 -2.42 1.36
H -1.65 -1.15 -0.29
H 2.14 -1.21 -0.89
H 1.69 -0.06 0.58
H 2.37 -1.90 0.77
H -0.06 -0.98 -2.59
H -1.18 0.31 -2.16
H 0.53 0.42 -1.73
C -1.25 1.99 0.49
C -0.19 1.09 1.05
N 1.09 1.26 0.91
H 1.32 1.95 0.19
H -0.49 0.47 1.89
H -1.43 2.82 1.19
H -0.95 2.41 -0.47
H -2.19 1.46 0.37
*
```

Results
E_HOMO in eV: -7.953
Gap between HOMO and LUMO in eV: 8.9
SMILES: C/C=C(\C)O.[H]/N=C\C
ΔE to the lowest compared entry with this formula, charge and spin in kJ/mol: 283.92
LUMO energy in eV: 0.92

Löwdin population analysis, charges in e, atoms 1 to 5: C -0.0457; C -0.1126; C -0.4394; C -0.1766; O 0.0294



Electronic energy in eV, matching the order above: -22281.4752; -20239.1604; -12948.2500; -23182.8092; -23783.0254; -12382.6802; -23217.4592; -9965.0748; -9968.7236; -9967.3553; -9968.7391; -9968.2318